1.
A molecular structure, C29H42N3OSW. Source: the OMol25 dataset; level of theory: wB97M-V/def2-TZVPD.

The frontier orbital gap comes out at 0.22944 Ha. As for the HOMO energy: -17.007 eV. As for the LUMO energy: -10.76 eV. The largest force on an atom comes out at 0.6 eV/Å.

Geometry as ORCA input:
```
! wB97M-V def2-TZVPD RIJCOSX def2/J DEFGRID3
* xyz 3 1
W 0.00 -1.08 -0.10
C 0.88 -4.07 1.66
C 0.46 -3.41 0.38
C 1.42 -2.91 -0.51
C 2.88 -2.96 -0.15
C 1.01 -2.31 -1.75
C 2.08 -1.86 -2.72
C -0.38 -2.36 -2.15
C -0.80 -1.90 -3.51
C -1.34 -2.82 -1.23
C -2.79 -2.94 -1.61
C -0.93 -3.19 0.10
C -1.97 -3.56 1.13
H 1.19 -3.34 2.42
H 1.73 -4.72 1.47
H 0.08 -4.67 2.08
H 3.31 -3.91 -0.49
H 3.03 -2.91 0.93
H 3.45 -2.16 -0.62
H 2.88 -2.60 -2.75
H 2.52 -0.90 -2.44
H 1.69 -1.77 -3.73
H -0.71 -2.73 -4.22
H -0.17 -1.09 -3.88
H -1.83 -1.56 -3.52
H -3.35 -2.03 -1.38
H -3.25 -3.77 -1.08
H -2.89 -3.13 -2.68
H -2.20 -4.63 1.06
H -2.90 -3.02 0.96
H -1.64 -3.35 2.14
C 0.35 3.48 -3.81
C 1.45 2.46 -3.51
N 1.90 2.50 -2.11
C 2.91 3.55 -1.76
C 2.29 4.75 -1.06
C 1.43 1.72 -1.17
S -0.03 0.75 -1.58
N 1.94 1.85 0.07
C 1.77 1.11 1.10
O 1.12 -0.10 0.99
C 2.26 1.44 2.41
C 2.07 0.56 3.49
C 2.55 0.90 4.74
C 3.22 2.11 4.92
C 3.42 2.98 3.85
C 2.94 2.65 2.60
H 0.04 3.37 -4.85
H 0.71 4.50 -3.68
H -0.52 3.33 -3.17
H 2.33 2.66 -4.12
H 1.12 1.45 -3.74
H 3.36 3.85 -2.71
H 3.67 3.08 -1.15
H 1.55 5.24 -1.68
H 3.08 5.47 -0.86
H 1.84 4.47 -0.11
H 1.55 -0.37 3.35
H 2.41 0.23 5.58
H 3.60 2.37 5.90
H 3.95 3.91 4.00
H 3.09 3.32 1.76
C -4.16 2.01 1.29
C -4.16 0.48 1.44
C -4.32 0.06 2.92
C -5.25 -0.17 0.56
C -2.87 -0.02 0.97
N -1.85 -0.41 0.59
H -5.12 2.38 1.64
H -4.03 2.31 0.25
H -3.38 2.47 1.90
H -5.28 0.43 3.27
H -3.54 0.50 3.54
H -4.31 -1.02 3.03
H -6.21 0.20 0.91
H -5.25 -1.25 0.66
H -5.13 0.11 -0.49
*
```

Results of the Löwdin charge analysis, in e, for atoms 1 through 2: number 1, W, carries 1.507; number 2, C, carries 0.023

---

2.
A gas-phase ion, C5H10N3 (charge +1) at a distorted geometry. Source: the OMol25 dataset; level of theory: wB97M-V/def2-TZVPD.

The SMILES is [H]/N=C(\N)C=[N+]=C(C)C. The frontier orbital gap comes out at 0.33876 Ha. As for the HOMO energy: -13.712 eV. As for the LUMO energy: -4.49 eV. The largest force on an atom comes out at 3.7 eV/Å.

Geometry as ORCA input:
```
! wB97M-V def2-TZVPD RIJCOSX def2/J DEFGRID3
* xyz 1 1
H -2.04 2.01 -0.72
N -1.39 1.21 -0.33
C -1.92 0.08 -0.11
N -3.16 -0.33 0.11
C -1.00 -0.96 0.14
N 0.22 -0.74 0.15
C 1.29 0.00 0.05
C 1.97 0.30 1.34
C 2.02 0.12 -1.23
H -3.50 -1.21 0.34
H -4.00 0.16 -0.14
H -1.36 -1.94 0.24
H 1.14 0.34 1.98
H 2.59 1.24 1.35
H 2.52 -0.59 1.52
H 1.40 -0.29 -1.97
H 2.91 -0.53 -1.18
H 2.31 1.15 -1.55
*
```

Results of the Löwdin charge analysis, in e, for atoms 1 through 2: number 1, H, carries 0.133; number 2, N, carries 0.162